{"formula": "C5H14AsN6O2SSc", "method": "ωB97M-V/def2-TZVPD", "spin_multiplicity": 1, "charge": 2, "lumo_ha": -0.2919, "e_tot_ev": -110805.175, "de_lowest_kj_mol": 48.6, "symbols": ["Sc", "N", "N", "C", "N", "N", "N", "O", "O", "H", "H", "H", "H", "H", "C", "As", "C", "C", "H", "H", "H", "H", "H", "H", "H", "H", "H", "S", "C", "N"], "xyz": [[-0.6801, 0.5367, -0.3462], [-1.6161, -1.8297, -1.9023], [-0.5247, -2.2561, -2.6918], [0.6302, -1.5824, -2.6347], [1.6546, -1.8566, -3.4066], [0.6126, -0.6142, -1.6816], [1.5087, 0.3333, -1.6049], [2.4903, 0.3766, -2.2760], [1.2279, 1.1789, -0.7337], [-2.0536, -2.6416, -1.4635], [-2.3307, -1.3855, -2.4972], [-0.6430, -3.0105, -3.3653], [1.6380, -2.6049, -4.0893], [2.4927, -1.2790, -3.3545], [-1.2708, 0.2671, 3.7380], [-0.0931, 0.7373, 2.2489], [0.3675, 2.5736, 2.7250], [1.5528, -0.2057, 2.7490], [-0.7408, 0.4691, 4.6778], [-1.5593, -0.7882, 3.7088], [-2.1788, 0.8783, 3.7067], [0.7674, 2.6053, 3.7497], [-0.5320, 3.1988, 2.6782], [1.1157, 2.9655, 2.0260], [1.7546, -0.0228, 3.8133], [2.3908, 0.1751, 2.1539], [1.4505, -1.2850, 2.5902], [-3.1383, 2.1804, -4.0214], [-2.4149, 1.6548, -2.7450], [-1.8784, 1.2327, -1.7529]], "atomic_forces_ev_per_a": [[-1.8, -0.6, -1.8], [-0.4, 0.0, 0.0], [0.0, -0.1, -0.1], [-0.4, -0.1, -0.1], [0.3, 0.0, -0.1], [-1.0, -0.3, 0.7], [2.1, -0.9, -1.7], [0.5, 0.5, -0.1], [0.0, 1.3, 1.0], [0.3, 0.1, -0.1], [0.5, -0.2, 0.2], [0.0, 0.2, 0.2], [-0.1, 0.1, 0.1], [-0.3, -0.2, 0.0], [-0.2, 0.0, 0.0], [0.4, 0.1, 2.1], [0.0, 0.3, -0.1], [0.1, -0.1, -0.2], [-0.1, 0.0, -0.3], [0.1, 0.2, -0.1], [0.2, -0.1, 0.0], [-0.1, -0.2, -0.4], [0.2, -0.1, 0.0], [-0.2, -0.1, 0.2], [-0.1, 0.0, -0.3], [-0.2, -0.1, 0.1], [0.0, 0.2, 0.0], [0.2, -0.2, 0.3], [-0.7, 0.5, -0.8], [0.8, -0.2, 1.3]]}



{"formula": "C5H12N2O3", "method": "ωB97M-V/def2-TZVPD", "spin_multiplicity": 1, "charge": 0, "lumo_ha": 0.0242, "e_tot_ev": -14500.975, "de_lowest_kj_mol": 244.1, "symbols": ["C", "C", "O", "O", "O", "H", "H", "H", "H", "C", "C", "C", "N", "N", "H", "H", "H", "H", "H", "H", "H", "H"], "xyz": [[1.8787, -0.6698, -1.1860], [0.2612, -1.4456, 0.6499], [1.4859, -0.4803, 0.1508], [0.4552, -1.4683, 2.0082], [0.0708, -2.4711, 0.0166], [0.6480, -2.3950, 2.2173], [1.5013, 0.1476, -1.8230], [1.4946, -1.6101, -1.6002], [2.9716, -0.6750, -1.2606], [-1.9878, -0.5735, -0.6769], [0.1163, 1.6536, 1.5201], [-0.4449, 1.0072, 0.2840], [-0.5659, 1.7956, -0.8020], [-1.0409, -0.1834, 0.3626], [-0.8625, 1.3931, -1.6776], [-0.0015, 2.6296, -0.8539], [-1.5045, -0.7160, -1.6500], [-2.4146, -1.5353, -0.3977], [-2.7866, 0.1654, -0.7657], [0.9389, 2.3221, 1.2646], [-0.6884, 2.2129, 2.0080], [0.4750, 0.8964, 2.2113]], "atomic_forces_ev_per_a": [[-0.3, -0.1, -0.1], [2.0, 0.1, -0.9], [-1.4, -1.2, 0.6], [-0.3, 0.3, 0.0], [-0.4, 1.1, 0.1], [-0.2, 0.2, -0.1], [0.1, 0.0, 0.0], [0.1, 0.0, 0.2], [-0.1, 0.0, 0.1], [0.6, -0.2, 0.0], [0.4, -0.4, -0.3], [-1.4, -0.6, 0.2], [0.2, -0.1, 0.2], [1.0, 0.7, 0.1], [0.0, 0.0, 0.1], [-0.2, -0.1, 0.0], [-0.1, 0.0, -0.1], [0.0, 0.1, 0.0], [0.0, 0.0, 0.0], [0.0, 0.0, 0.1], [0.1, 0.0, -0.2], [0.0, 0.0, -0.1]]}



{"formula": "C28H75N6O6PSi", "method": "ωB97M-V/def2-TZVPD", "spin_multiplicity": 1, "charge": 0, "smiles": "CC[Si@@H](CC(=O)N(C)C)P(C)C.COC[C@@H](C)N.COC[C@@H](C)N.COC[C@@H](C)N.COC[C@@H](C)N.COC[C@@H](C)N", "lumo_ha": 0.0151, "e_tot_ev": -68642.211, "symbols": ["C", "C", "Si", "C", "C", "O", "N", "C", "C", "P", "C", "C", "H", "H", "H", "H", "H", "H", "H", "H", "H", "H", "H", "H", "H", "H", "H", "H", "H", "H", "H", "H", "C", "O", "C", "C", "C", "N", "H", "H", "H", "H", "H", "H", "H", "H", "H", "H", "H", "C", "O", "C", "C", "C", "N", "H", "H", "H", "H", "H", "H", "H", "H", "H", "H", "H", "C", "O", "C", "C", "C", "N", "H", "H", "H", "H", "H", "H", "H", "H", "H", "H", "H", "C", "O", "C", "C", "C", "N", "H", "H", "H", "H", "H", "H", "H", "H", "H", "H", "H", "C", "O", "C", "C", "C", "N", "H", "H", "H", "H", "H", "H", "H", "H", "H", "H", "H"], "xyz": [[2.5431, 3.9608, 4.1201], [1.5309, 3.7539, 2.9691], [0.2251, 2.4617, 3.3097], [-0.9913, 2.4248, 1.8379], [-2.2730, 3.1334, 2.2103], [-2.2990, 4.3838, 2.2322], [-3.4082, 2.3947, 2.5383], [-3.2241, 0.9950, 2.9329], [-4.2708, 3.1205, 3.4795], [1.3061, 0.5846, 3.8292], [1.8797, -0.1588, 2.2481], [0.1261, -0.6373, 4.5463], [2.2458, 4.8011, 4.7519], [3.5294, 4.1347, 3.6998], [2.6199, 3.0763, 4.7595], [1.0156, 4.6953, 2.7457], [2.0593, 3.4522, 2.0539], [-0.5387, 2.8384, 4.5281], [-0.5446, 3.0524, 1.0579], [-1.1232, 1.4218, 1.4295], [-4.2136, 0.5447, 3.0498], [-2.6977, 0.9131, 3.8915], [-2.7123, 0.4214, 2.1612], [-4.5807, 4.0779, 3.0620], [-3.7543, 3.3109, 4.4276], [-5.1605, 2.5195, 3.6720], [1.1022, -0.4760, 1.5485], [2.5330, 0.5689, 1.7603], [2.4932, -1.0287, 2.5025], [-0.9261, -0.4041, 4.3814], [0.3369, -1.6294, 4.1387], [0.3122, -0.6803, 5.6226], [6.3202, 5.8324, 2.5356], [5.2134, 5.0727, 2.0907], [4.9838, 5.0780, 0.6967], [5.8121, 4.0577, -0.0919], [7.2729, 4.4515, -0.2783], [5.7475, 2.7127, 0.4861], [6.4570, 6.7274, 1.9214], [7.2469, 5.2529, 2.5335], [6.1111, 6.1374, 3.5602], [3.9276, 4.8213, 0.5777], [5.1214, 6.0915, 0.2974], [5.3547, 4.0024, -1.0847], [7.8447, 4.3061, 0.6385], [7.7306, 3.8311, -1.0474], [7.3669, 5.4964, -0.5790], [4.7835, 2.3945, 0.4999], [6.0172, 2.7749, 1.4635], [-2.5134, -5.4911, 0.8175], [-1.3816, -4.6541, 0.9419], [-1.1689, -3.7488, -0.1225], [-1.9626, -2.4429, -0.0162], [-3.4420, -2.5704, -0.3612], [-1.8273, -1.8233, 1.3056], [-2.6833, -5.7711, -0.2269], [-3.4207, -5.0241, 1.2101], [-2.3144, -6.3936, 1.3940], [-0.1044, -3.5027, -0.0929], [-1.3588, -4.2442, -1.0842], [-1.5117, -1.7574, -0.7413], [-3.9986, -3.0523, 0.4432], [-3.8780, -1.5833, -0.5114], [-3.5872, -3.1513, -1.2735], [-0.8478, -1.6375, 1.4862], [-2.0865, -2.5161, 2.0029], [3.3539, -3.0048, -0.6632], [2.2708, -3.5100, -1.4202], [2.2770, -3.1836, -2.7951], [3.1326, -4.1090, -3.6675], [4.6323, -3.8598, -3.5521], [2.8595, -5.5263, -3.4215], [3.6675, -2.0215, -1.0274], [4.2142, -3.6781, -0.6726], [3.0103, -2.9052, 0.3659], [1.2367, -3.2785, -3.1186], [2.5713, -2.1341, -2.9307], [2.8420, -3.8991, -4.7023], [5.0316, -4.2610, -2.6204], [5.1554, -4.3558, -4.3683], [4.8637, -2.7940, -3.5935], [1.8791, -5.7183, -3.6113], [2.9677, -5.6979, -2.4261], [-7.5706, 7.9757, 2.8480], [-6.7797, 6.8062, 2.8662], [-6.6384, 6.1443, 1.6254], [-5.5361, 6.7018, 0.7157], [-5.9115, 8.0089, 0.0249], [-4.2566, 6.8700, 1.4010], [-8.4020, 7.8795, 2.1421], [-6.9897, 8.8648, 2.5894], [-7.9759, 8.1093, 3.8504], [-6.3819, 5.1121, 1.8769], [-7.6041, 6.1268, 1.1007], [-5.3854, 5.9476, -0.0636], [-5.8563, 8.8522, 0.7139], [-5.2165, 8.2105, -0.7890], [-6.9218, 7.9687, -0.3880], [-3.9203, 5.9770, 1.7546], [-4.4089, 7.4415, 2.2265], [0.8144, -6.3583, -6.2817], [-0.1564, -6.8282, -5.3665], [-1.0138, -7.8430, -5.8473], [-0.4430, -9.2629, -5.7497], [0.6095, -9.5803, -6.8062], [0.1035, -9.5696, -4.4269], [0.4272, -6.3383, -7.3049], [1.7291, -6.9542, -6.2506], [1.0650, -5.3397, -5.9846], [-1.9071, -7.7882, -5.2201], [-1.3188, -7.6178, -6.8781], [-1.2897, -9.9372, -5.9126], [1.5644, -9.1106, -6.5699], [0.7795, -10.6549, -6.8499], [0.2955, -9.2418, -7.7953], [-0.6231, -9.4807, -3.7240], [0.7892, -8.8582, -4.1913]], "atomic_forces_ev_per_a": [[-0.2, -0.2, -0.1], [0.2, 0.0, 0.1], [-0.4, 0.1, -0.1], [-0.3, 0.2, -0.3], [-0.3, 1.5, -0.2], [0.1, -2.1, 0.0], [0.9, 0.4, 0.8], [-0.3, 0.0, -0.3], [-0.4, 0.0, -0.3], [0.6, 0.0, 0.5], [-0.1, -0.1, -0.1], [-0.2, 0.0, 0.1], [0.1, -0.1, -0.1], [0.1, 0.3, 0.1], [0.0, 0.1, 0.0], [0.0, -0.1, -0.1], [-0.1, 0.1, 0.1], [0.0, -0.1, 0.0], [0.0, -0.1, 0.1], [-0.1, 0.1, 0.1], [0.1, 0.1, 0.0], [0.0, 0.0, 0.0], [0.0, 0.0, 0.2], [0.1, -0.1, 0.0], [0.0, 0.0, -0.1], [0.1, 0.0, 0.0], [0.0, 0.1, 0.0], [-0.1, -0.1, -0.1], [-0.1, 0.1, -0.1], [0.0, -0.1, -0.1], [0.0, 0.1, 0.0], [-0.1, 0.0, -0.1], [-0.1, 0.0, 0.1], [0.1, 0.0, 0.0], [-0.1, 0.0, 0.0], [0.1, 0.0, 0.0], [0.0, 0.0, 0.0], [-0.1, 0.1, 0.0], [0.0, 0.0, 0.0], [0.0, 0.0, -0.1], [0.0, 0.0, 0.0], [0.0, 0.0, 0.0], [0.1, 0.0, 0.0], [0.0, 0.0, 0.0], [0.0, 0.0, 0.0], [0.0, 0.0, 0.0], [0.0, 0.0, 0.0], [0.0, 0.0, 0.0], [0.0, 0.0, 0.0], [0.1, 0.0, 0.0], [-0.1, 0.0, 0.1], [0.2, 0.1, -0.1], [-0.1, 0.0, 0.0], [0.0, 0.0, 0.0], [0.0, 0.0, 0.0], [0.0, 0.0, 0.0], [0.0, 0.0, 0.0], [0.0, 0.0, 0.0], [0.0, -0.1, 0.0], [-0.1, 0.0, 0.0], [0.0, 0.0, 0.0], [0.0, 0.0, 0.0], [0.0, 0.0, 0.0], [0.0, 0.0, 0.0], [0.1, 0.1, 0.0], [-0.1, 0.0, 0.0], [-0.1, 0.0, 0.0], [0.0, 0.0, 0.1], [-0.1, 0.0, -0.1], [0.1, -0.1, 0.0], [0.0, 0.0, 0.0], [-0.2, 0.1, 0.0], [0.0, 0.0, 0.0], [0.0, 0.0, 0.0], [0.0, 0.0, 0.0], [0.0, 0.0, 0.0], [0.0, 0.0, 0.0], [0.0, 0.0, 0.0], [0.0, 0.0, 0.0], [0.0, 0.0, 0.0], [0.0, 0.0, 0.0], [0.0, -0.1, -0.1], [0.1, 0.0, 0.0], [0.0, 0.0, 0.0], [0.0, 0.1, 0.0], [0.0, -0.1, -0.1], [0.1, 0.1, 0.0], [0.0, 0.0, 0.0], [-0.1, -0.1, 0.1], [0.0, 0.0, 0.0], [0.0, 0.0, 0.0], [0.0, 0.0, 0.0], [0.0, 0.0, 0.0], [0.0, 0.0, 0.0], [0.0, 0.0, 0.0], [0.0, 0.0, 0.0], [0.0, 0.0, 0.0], [0.0, 0.0, 0.0], [0.2, 0.0, -0.1], [0.0, 0.1, 0.0], [0.0, 0.1, 0.1], [0.1, 0.1, 0.0], [-0.1, -0.1, 0.0], [0.1, 0.0, 0.0], [0.0, 0.0, 0.0], [-0.1, 0.1, 0.0], [0.0, 0.0, 0.0], [0.0, 0.0, -0.1], [0.0, 0.0, 0.0], [0.0, 0.0, 0.0], [0.0, 0.0, 0.0], [0.0, 0.0, 0.0], [0.0, 0.0, 0.0], [0.0, 0.0, 0.0], [0.0, 0.0, 0.0], [0.0, -0.1, 0.0], [0.1, 0.0, 0.0]]}



{"formula": "C22H33N9OSScSiTe", "method": "ωB97M-V/def2-TZVPD", "spin_multiplicity": 2, "charge": 0, "lumo_ha": [0.0062, 0.0061], "e_tot_ev": -85518.847, "de_lowest_kj_mol": 63.0, "s2": 0.769, "symbols": ["Sc", "C", "C", "C", "C", "C", "C", "N", "N", "Si", "C", "C", "C", "H", "H", "H", "H", "H", "H", "H", "H", "H", "H", "H", "H", "H", "H", "H", "O", "N", "C", "C", "C", "C", "C", "S", "H", "H", "H", "H", "N", "C", "N", "C", "N", "C", "C", "N", "C", "C", "N", "H", "H", "H", "H", "H", "N", "H", "H", "H", "C", "Te", "C", "H", "H", "H", "H", "H", "H"], "xyz": [[-0.2609, 0.0617, -0.2037], [-0.5524, 3.6641, 1.5053], [0.7334, 2.8908, 1.5760], [1.7508, 3.3182, 2.4018], [2.9139, 2.5496, 2.4666], [3.0451, 1.4246, 1.6960], [1.9983, 1.0568, 0.8164], [0.8504, 1.7959, 0.8102], [1.9720, 0.0125, -0.0439], [3.4732, -0.8224, -0.3794], [4.8054, 0.4417, -0.8303], [4.1024, -1.8692, 1.0456], [3.3541, -1.9593, -1.8573], [-0.3503, 4.7328, 1.4270], [-1.1387, 3.5025, 2.4116], [-1.1308, 3.3451, 0.6411], [1.6337, 4.2175, 2.9899], [3.7189, 2.8415, 3.1301], [3.9373, 0.8214, 1.7587], [5.4024, 0.7724, 0.0208], [4.3667, 1.3338, -1.2862], [5.4922, 0.0029, -1.5579], [4.2275, -1.3101, 1.9747], [5.0779, -2.2835, 0.7744], [3.4380, -2.7088, 1.2591], [2.9823, -1.4612, -2.7556], [2.7256, -2.8313, -1.6806], [4.3705, -2.3048, -2.0694], [-2.1606, -0.5728, -0.9799], [-2.3524, -1.8571, -1.2718], [-3.5493, -2.3952, -0.9582], [-3.8239, -3.7025, -1.2401], [-2.8361, -4.4729, -1.8582], [-1.6238, -3.9069, -2.1611], [-1.3553, -2.5617, -1.8575], [0.1437, -1.7970, -2.1212], [-4.2266, -1.7133, -0.4673], [-4.7825, -4.1163, -0.9662], [-3.0190, -5.5153, -2.0818], [-0.8297, -4.4780, -2.6185], [-3.9225, 0.8311, 2.3296], [-2.9546, 1.4369, 1.6455], [-1.9745, 0.5906, 1.4230], [-2.4316, -0.5873, 1.9830], [-3.6245, -0.4733, 2.5430], [-1.6344, -1.7723, 1.8629], [-2.0145, -3.0083, 2.3622], [-1.2843, -4.1062, 2.2518], [-0.0788, -3.9216, 1.6199], [0.3219, -2.7324, 1.0982], [-0.4477, -1.6020, 1.1562], [-4.7795, 1.2172, 2.6816], [-3.0082, 2.4655, 1.3377], [-2.9676, -3.0863, 2.8762], [0.5645, -4.7885, 1.5382], [1.2671, -2.6438, 0.5830], [1.0063, 1.2856, -2.7348], [1.7549, 0.9480, -2.1350], [1.3596, 2.0546, -3.2927], [0.7521, 0.5299, -3.3619], [-0.5758, 4.0921, -2.0461], [-1.7525, 2.3095, -2.0750], [-3.5165, 3.2951, -1.3512], [-0.9997, 4.7831, -1.3205], [-0.5525, 4.5624, -3.0252], [0.4286, 3.8137, -1.7345], [-3.9587, 3.9102, -2.1305], [-3.2704, 3.9217, -0.4938], [-4.2298, 2.5288, -1.0505]], "atomic_forces_ev_per_a": [[-0.1, -0.1, -0.1], [0.0, 0.0, 0.0], [-0.1, 0.0, 0.0], [0.0, 0.0, 0.0], [0.0, 0.0, 0.0], [0.1, 0.0, 0.0], [-0.1, 0.1, 0.0], [0.0, -0.1, 0.0], [0.1, 0.0, 0.1], [0.0, 0.0, -0.1], [0.0, 0.0, 0.0], [0.0, 0.0, 0.1], [0.0, 0.0, 0.0], [0.0, 0.0, 0.0], [0.0, 0.0, 0.0], [0.0, 0.0, 0.0], [0.0, 0.0, 0.0], [0.0, 0.0, 0.0], [0.0, 0.0, 0.0], [0.0, 0.0, 0.0], [0.0, 0.0, 0.0], [0.0, 0.0, 0.0], [0.0, 0.0, 0.0], [0.0, 0.0, 0.0], [0.0, 0.0, 0.0], [0.0, 0.0, 0.0], [0.0, 0.0, 0.0], [0.0, 0.0, 0.0], [-0.1, 0.0, 0.0], [-0.1, 0.0, 0.0], [0.0, 0.0, 0.0], [0.0, 0.0, 0.0], [0.1, 0.0, 0.0], [-0.1, 0.0, 0.0], [0.0, -0.1, 0.0], [0.1, 0.1, 0.0], [0.0, 0.0, 0.0], [0.0, 0.0, 0.0], [0.0, 0.0, 0.0], [0.0, 0.0, 0.0], [-0.1, 0.0, -0.1], [0.0, 0.1, 0.2], [0.0, 0.0, -0.1], [0.0, 0.1, -0.1], [0.1, 0.0, 0.1], [0.1, 0.0, -0.1], [0.1, 0.0, 0.0], [-0.1, 0.0, 0.0], [0.0, 0.0, 0.0], [0.0, -0.1, 0.0], [0.0, 0.0, 0.0], [0.0, 0.0, 0.0], [0.0, 0.0, 0.0], [0.0, 0.0, 0.0], [0.0, 0.0, 0.0], [0.0, 0.0, 0.0], [0.0, 0.0, 0.0], [0.0, 0.0, 0.0], [0.0, 0.0, 0.0], [0.0, 0.0, 0.0], [0.0, 0.0, 0.0], [0.0, 0.1, 0.0], [0.0, 0.0, 0.0], [0.0, 0.0, 0.0], [0.0, 0.0, 0.0], [0.0, 0.0, 0.0], [0.0, 0.0, 0.0], [0.0, 0.0, 0.0], [0.0, 0.0, 0.0]]}